Record 1
DFT (the ωB97M-V functional and the def2-TZVPD basis) results for C52H62BN9ORuS3Si as an isolated structure.

XYZ file:
```
130
Properties=species:S:1:pos:R:3:lowdin_charge:R:1
H 3.58 -3.28 0.49 0.093
C 2.05 -1.81 0.22 -0.188
H 2.55 -1.04 0.78 0.017
H 5.54 0.71 0.71 0.062
C 5.17 -0.61 2.39 -0.529
C -4.12 1.23 4.88 -0.053
C 6.43 -0.21 3.18 -0.027
H -0.76 -2.12 -1.41 0.105
H -1.61 1.21 -4.68 0.102
H 3.97 5.93 0.91 0.118
C -2.08 -9.19 -3.18 -0.038
N 1.91 3.87 2.37 0.012
H -5.60 -0.43 0.10 0.105
C 1.65 4.59 -1.88 -0.029
H -1.05 4.41 -1.54 0.001
C -3.50 0.14 2.75 -0.046
H -3.82 1.51 5.89 0.091
N 0.86 -1.48 -0.30 -0.001
C -2.24 -8.27 -0.99 -0.040
H -2.01 -0.21 5.88 0.095
C 3.79 0.11 4.31 -0.037
O -0.53 -3.54 -3.71 0.077
C -1.82 -7.93 -3.70 -0.019
C 3.11 4.56 2.38 -0.052
H -2.56 -10.78 -0.19 0.075
H 0.59 7.29 0.07 0.096
H -0.13 0.65 -6.55 0.107
H -4.92 0.49 4.96 0.097
H 7.28 -0.78 2.82 0.095
C 3.16 1.09 2.42 -0.630
C -2.76 5.29 -2.47 -0.078
N -0.06 -4.71 -1.81 0.131
H 3.89 -2.36 2.23 0.059
H -1.76 -5.47 -4.41 0.150
C -3.74 0.27 -0.70 -0.130
H -4.57 5.89 -3.45 0.104
C -0.58 0.97 -4.48 -0.099
C -2.85 -0.94 -2.56 -0.116
C -3.95 5.06 -3.14 -0.081
C 0.19 -2.41 -0.99 -0.031
C -2.57 -10.76 -1.28 -0.048
Si -1.34 1.39 -1.75 0.706
C 1.25 0.70 -2.96 -0.149
N -1.49 -5.56 -3.44 0.139
H 1.26 5.01 -2.80 0.102
C -4.34 3.76 -3.42 -0.076
C -2.29 -9.39 -1.82 -0.279
C -2.72 0.09 -1.64 -0.324
C -0.10 0.99 -3.17 -0.297
H -3.21 -1.28 5.15 0.094
H -4.52 2.10 4.35 0.092
C 4.87 -2.10 2.62 -0.021
C -3.95 -1.80 -2.52 -0.074
H -4.04 -2.59 -3.26 0.105
H 6.64 0.85 3.04 0.099
N 2.47 1.64 3.44 0.018
N 4.02 0.17 2.95 0.018
H 5.63 -2.70 2.12 0.100
H -2.12 -10.04 -3.85 0.119
C -2.00 -7.00 -1.49 -0.036
H -5.27 3.57 -3.94 0.106
H 0.18 -5.66 -1.57 0.135
H 3.80 4.48 3.20 0.133
H 0.99 3.78 -1.58 0.020
H 2.25 0.10 -6.13 0.105
H 2.41 1.28 5.55 0.134
H -3.98 0.99 2.26 0.085
H -2.11 -1.08 -3.34 0.093
N 2.04 5.05 0.52 0.020
H -3.55 -11.11 -1.62 0.086
C -1.97 4.22 -2.07 -0.131
H -2.81 3.25 5.01 0.118
H 6.42 -0.81 0.68 0.096
H -2.03 -6.15 -0.83 0.111
H 0.27 7.01 -1.65 0.096
S -0.27 3.52 0.79 0.671
C 1.74 5.68 -0.80 -0.527
Ru 0.36 1.00 0.20 0.809
C 0.26 0.65 -5.54 -0.071
S 2.90 1.47 0.76 0.665
H -4.24 -0.64 2.90 0.098
H -3.68 1.12 -0.02 0.092
H 3.13 0.14 -3.82 0.105
C 2.60 -3.07 0.08 -0.048
C -4.83 -0.58 -0.64 -0.080
S -0.05 0.09 2.53 0.647
C -3.55 2.69 -3.01 -0.099
H -1.62 -1.10 4.40 0.044
C -2.35 2.90 -2.33 -0.269
C 5.46 -0.35 0.92 -0.067
H -0.38 4.41 4.67 0.134
H 4.71 -0.78 0.26 0.058
C -0.64 1.46 3.40 -0.654
H 2.64 4.17 -2.08 0.094
H 2.66 7.07 -2.13 0.099
H -1.66 -7.80 -4.76 0.116
C 1.26 4.17 1.23 -0.671
H 6.32 -0.41 4.25 0.076
C 2.09 0.37 -4.01 -0.080
C -0.73 3.45 4.36 -0.045
H -2.42 -8.39 0.07 0.113
C 0.67 -3.71 -1.16 -0.195
H -0.40 5.92 -0.43 0.030
H 4.89 -2.35 3.68 0.086
C 3.19 5.28 1.25 -0.030
H -5.78 -2.30 -1.52 0.104
C -0.70 -4.53 -3.03 -0.518
H 2.99 7.42 -0.43 0.092
N -1.88 1.62 3.95 0.022
H 1.90 3.47 4.54 0.130
C -1.76 -6.82 -2.85 -0.246
C 1.60 0.35 -5.31 -0.078
H -2.44 6.30 -2.25 0.100
H 4.31 -0.57 4.96 0.124
H -3.88 1.69 -3.24 0.099
C -1.93 2.86 4.53 -0.026
H 2.30 -5.04 -0.72 0.125
H 3.84 6.08 -1.26 0.089
C 2.85 1.01 4.61 -0.039
H 1.68 0.74 -1.96 0.028
N 0.08 2.57 3.68 0.015
C 1.90 -4.04 -0.60 0.017
C 2.89 6.62 -1.16 -0.051
H -2.72 -0.24 2.10 0.037
C -2.41 -0.57 4.93 -0.032
H -1.83 -11.48 -1.65 0.082
B 1.58 2.91 3.53 -0.589
C -4.93 -1.63 -1.55 -0.078
C -2.96 0.59 4.11 -0.539
C 0.47 6.52 -0.69 -0.034
```

As for the charge: +1. The calculation puts the total energy at -114030.255 eV. The energy above the lowest of the compared OMol25 structures with the same formula, charge and spin is 36.3 kcal per mole. The orbital gap (alpha / beta) comes out at 7.294 / 6.467 eV. The expectation value of S² is 8.76. As for the spin multiplicity: 6. As for the highest occupied orbital energy (alpha / beta): -0.32122 / -0.37541 Eh.

Record 2
DFT (the ωB97M-V functional and the def2-TZVPD basis) results for a 9-piece molecular cluster, C52H63F11IN5O29S2 overall.

XYZ file:
```
163
Properties=species:S:1:pos:R:3:lowdin_charge:R:1
C 1.02 -3.07 -7.07 -0.217
H -5.80 -6.22 0.62 0.058
H 3.47 -5.21 0.55 0.094
O 6.06 -9.55 -2.85 0.146
S 1.95 3.54 0.28 0.833
C -4.67 -3.82 1.30 -0.086
C -3.08 -4.03 0.90 -0.116
C -5.54 -4.25 -0.06 -0.552
O -1.28 5.63 6.52 0.150
C -0.62 7.68 5.78 -0.069
O -1.37 7.05 4.76 0.064
O -5.20 -2.49 -4.06 0.134
H -4.54 1.19 0.83 0.094
C -6.17 -1.77 -4.23 -0.505
H 2.00 -5.01 1.71 0.116
H 7.31 4.07 1.43 0.177
C 0.60 2.25 0.07 -0.264
H 4.95 -2.19 -8.51 0.102
F 2.79 2.00 2.52 0.013
C 5.90 -8.40 3.15 -0.068
C -4.06 3.48 1.09 -0.001
C -0.61 7.05 1.28 -0.088
H -7.27 -3.47 -1.04 0.080
H -0.05 7.04 2.22 0.139
O -1.90 -8.52 1.33 -0.077
H -1.25 8.40 6.32 0.152
C -2.20 1.64 0.40 -0.109
H 6.50 -8.91 2.38 0.154
O 1.39 12.00 1.22 0.080
H 4.95 -2.32 -6.54 0.106
C -6.81 3.55 5.14 -0.333
C 4.32 -2.30 -7.53 -0.135
F -7.62 1.08 -5.11 0.084
H -4.38 -5.69 -1.12 0.086
C 3.54 11.68 0.60 -0.329
H 3.53 11.23 -0.40 0.180
H 5.79 3.47 3.22 0.117
H 5.49 -6.36 -0.11 0.102
H 0.97 -3.02 -3.72 0.112
C 3.27 3.04 1.57 -0.281
N -0.08 -1.74 -1.20 -0.129
H -1.23 9.10 1.72 0.169
C -5.48 3.86 5.74 -0.081
C -0.42 -0.38 -0.64 -0.170
F -0.09 8.99 0.07 0.078
C -2.35 -2.80 0.10 -0.292
C -0.64 -2.09 -5.19 -0.208
H 3.10 -2.96 2.44 0.081
C -0.20 6.53 6.63 -0.328
H -1.28 -3.62 -6.80 0.111
H 4.26 -2.94 0.94 0.078
C -2.74 7.09 0.65 -0.494
O -1.85 6.39 1.42 0.055
C 5.50 -7.02 2.74 -0.324
C -0.92 2.68 0.49 0.044
O -7.66 3.43 6.26 0.140
N -6.44 -5.47 0.22 0.018
C 6.80 3.76 3.52 -0.077
C 0.83 0.71 -0.50 -0.461
H -0.01 6.55 0.52 0.121
H -0.61 -1.04 -5.70 0.102
C -0.76 -2.87 -0.42 -0.086
H -7.72 -0.62 -6.17 0.179
C -0.72 -1.79 -2.56 -0.226
H -4.94 -2.72 1.61 0.109
H -5.89 -2.62 -1.40 0.044
H -6.81 -5.87 -0.67 0.074
H 0.61 -0.76 -7.48 0.105
O 4.32 -7.23 1.99 0.106
O -7.71 4.62 8.20 0.143
N -4.65 -4.67 -1.23 0.019
C -2.20 -5.39 1.23 -0.049
O -5.84 4.61 6.89 0.076
N 1.60 -4.42 -0.44 -0.056
C -8.23 -0.93 -4.08 -0.073
H 0.13 -1.91 -8.89 0.125
H -7.20 4.32 4.47 0.178
F 6.42 -6.46 1.93 0.075
H -4.85 4.45 5.07 0.119
F -6.78 2.36 4.50 0.076
H -9.23 -1.22 -4.38 0.147
H -1.10 3.77 0.87 0.096
H -4.94 -4.60 2.13 0.101
H -4.49 4.12 0.19 0.093
O 1.28 4.83 0.88 -0.386
O -3.89 6.74 0.45 0.125
C 2.50 -4.54 0.76 -0.251
H -8.30 -0.31 -3.17 0.152
H -1.32 -0.81 -2.78 0.134
O 2.62 3.94 -1.06 -0.358
H 0.24 8.22 5.36 0.147
C 0.14 -4.24 -0.07 -0.079
F -0.09 6.91 7.93 0.084
C 2.52 12.74 0.81 -0.074
H -3.51 -6.11 2.96 0.150
C 4.85 -6.48 -2.16 -0.331
O -2.16 -7.76 2.36 -0.223
C 3.12 -3.07 1.27 -0.121
H 2.35 -0.35 -9.19 0.132
C 0.94 -1.75 -8.03 -0.172
F 4.78 12.14 0.88 0.082
H 3.76 -3.34 -7.58 0.091
C 8.85 2.92 3.37 -0.501
H -5.29 -4.68 -2.08 0.080
C -3.73 2.05 0.82 -0.121
H 2.80 13.45 1.60 0.150
O -2.57 5.11 4.71 0.133
C 7.56 4.43 2.43 -0.330
H 6.72 4.38 4.43 0.152
O 8.90 4.12 2.72 0.143
I 2.92 0.20 -1.04 0.847
H -3.93 3.98 2.14 0.084
H 3.82 -6.67 -1.83 0.177
O 2.62 -8.71 2.31 0.144
O 1.15 9.99 2.27 0.130
H 2.41 -2.26 0.81 0.019
C -1.01 8.43 0.88 -0.335
O 7.59 2.62 3.80 0.076
C 0.31 -2.06 -3.81 -0.163
C 5.88 -6.63 -1.09 -0.085
C -0.62 -5.46 0.75 0.054
C -3.00 -6.61 2.01 -0.130
H 0.73 6.05 6.31 0.179
H -1.50 -2.69 -2.57 0.139
H -1.77 -2.24 -4.81 0.110
O 5.23 -7.44 -3.12 0.145
H -0.04 -6.47 1.02 0.101
S -3.30 -1.18 -0.27 0.852
C -0.32 -3.36 -6.17 -0.219
C 3.77 -8.36 2.51 -0.493
O 3.33 -1.21 -7.50 -0.267
O -7.43 -2.07 -3.80 0.059
H 0.97 -1.07 -3.93 0.111
F 7.40 5.77 2.49 0.082
O 3.20 10.70 1.56 0.148
C 5.84 -8.43 -2.41 -0.499
H 1.93 -3.59 -0.98 0.092
H 6.79 -6.06 -1.29 0.155
H 2.31 13.30 -0.11 0.147
C -7.47 -0.26 -5.17 -0.331
O -2.19 8.22 0.13 0.148
H 2.78 -2.27 -9.38 0.125
H 1.15 -4.01 -7.80 0.122
F 3.62 4.26 2.39 -0.010
F 4.56 2.63 0.92 -0.044
H -0.16 -4.30 -5.45 0.120
H -3.84 -6.97 1.26 0.121
C 2.45 -1.41 -8.66 -0.222
C 1.86 10.83 1.73 -0.489
O -6.12 -0.57 -4.88 0.147
H -0.98 -8.94 1.46 0.155
C -1.91 0.13 -0.15 -0.294
C -7.12 4.25 7.20 -0.503
F 4.93 -5.25 -2.73 0.078
H -4.93 2.97 6.04 0.154
H 1.93 -3.07 -6.31 0.113
O 9.82 2.20 3.54 0.144
O 6.17 -8.01 -1.15 0.073
N -6.39 -3.08 -0.59 0.039
C -1.81 5.87 5.29 -0.483
H 6.46 -8.41 4.09 0.148
H 5.28 -6.35 3.58 0.182
O 4.66 -9.06 3.28 0.084
```

The calculation puts the total energy at -181403.794 eV. The orbital gap comes out at 5.572 eV. The SMILES is C=Cc1cc(S(=O)(=O)C(F)(F)F)c(I)c2c1Sc1c(CC(N)(N)N)c(COO)cc(NCC)c1N2CCCCCCCOC.O=C1OC[C@@H](F)O1.O=C1OC[C@@H](F)O1.O=C1OC[C@@H](F)O1.O=C1OC[C@@H](F)O1.O=C1OC[C@@H](F)O1.O=C1OC[C@@H](F)O1.O=C1OC[C@@H](F)O1.O=C1OC[C@@H](F)O1. As for the highest occupied orbital energy: -0.27280 Eh.

Record 3
DFT (the ωB97M-V functional and the def2-TZVPD basis) results for a 10-piece molecular cluster, C52H65BBrF5O19 overall.

XYZ file:
```
143
Properties=species:S:1:pos:R:3:lowdin_charge:R:1
O -6.81 4.21 6.30 -0.005
H 7.48 -0.29 1.06 0.127
H -5.79 -8.34 1.95 0.125
H 5.96 4.11 -9.54 0.128
O 8.64 -1.88 0.45 0.022
C 6.56 -2.53 -0.43 -0.065
H 0.63 3.82 0.16 0.120
C 0.78 0.24 -1.24 -0.094
C -7.85 0.79 3.28 -0.470
H 5.98 -0.45 -0.88 0.089
H 6.83 2.04 -5.08 0.094
H 8.93 -2.26 -6.71 0.126
C -7.80 -7.71 2.54 -0.154
O 5.89 1.68 -3.25 0.039
H 5.46 7.21 -7.23 0.125
C 5.04 4.54 -9.13 -0.146
F -2.01 3.34 -2.26 0.085
C 10.24 -0.55 -7.06 -0.151
H -5.82 -7.08 3.21 0.133
C 12.81 -6.72 -0.21 -0.495
C 8.29 0.81 -6.91 -0.483
H -3.98 1.34 -2.11 0.115
H 5.61 6.51 -9.92 0.115
H -8.05 -8.06 3.54 0.114
H 4.32 2.27 -6.09 0.103
C -1.77 2.99 -0.96 -0.478
C -4.28 1.82 -1.18 -0.076
C -7.17 5.50 6.82 -0.150
H 11.33 -5.50 1.89 0.120
H 4.19 4.17 -9.69 0.126
C -6.75 5.47 8.29 -0.152
H -4.61 5.09 8.04 0.132
C -5.99 -1.28 0.34 0.003
H -3.56 -0.63 -1.93 0.094
C -7.53 1.69 4.46 -0.068
C 5.90 2.27 -4.58 -0.132
H -4.74 2.78 -1.44 0.135
F 2.03 -1.64 -1.97 0.154
H 10.26 -0.85 -8.11 0.118
C 5.10 6.06 -9.07 -0.151
H 14.05 -5.16 0.54 0.128
H -1.24 0.50 -1.85 0.130
C 6.85 -1.10 -0.87 -0.148
H -12.08 0.21 8.96 0.124
O -6.16 1.49 0.18 0.091
H -8.24 5.65 6.69 0.126
C -0.40 0.97 -1.36 0.036
C -9.17 2.64 3.03 -0.143
C -8.40 -6.34 2.22 -0.151
C 11.29 -4.99 -0.20 -0.150
H 3.10 0.56 -4.27 0.123
F -1.73 4.15 -0.22 0.059
O 7.49 1.68 -7.07 0.107
H -5.42 3.96 9.16 0.124
H -9.53 2.15 5.09 0.094
O 8.24 -4.08 0.42 0.105
H 10.12 1.51 -7.82 0.125
C -5.27 0.96 -0.44 -0.428
C 5.38 5.08 -6.93 -0.466
H -6.63 6.26 6.26 0.128
C -6.32 -6.37 1.26 -0.469
C 9.11 -1.26 -6.34 -0.147
C 0.80 -1.17 -1.77 -0.584
C -4.24 -1.19 -1.31 -0.035
C 7.88 -2.97 0.17 -0.479
O -8.81 1.35 2.51 0.030
H 7.27 -1.10 -1.88 0.119
C -11.51 -0.20 8.13 -0.073
H -6.68 -0.79 1.00 0.087
O -7.33 -0.26 2.99 0.102
C -5.15 -0.52 -0.48 -0.163
C 4.67 1.23 -2.96 -0.469
C -5.84 3.65 7.07 -0.475
F 0.17 -2.00 -0.91 0.141
O 11.68 -6.25 -0.79 0.027
F 0.11 -1.26 -2.93 0.128
C -0.45 2.26 -0.85 -0.163
H -3.48 -3.05 -2.00 0.101
C -8.74 2.60 4.49 -0.146
H 8.60 0.06 -0.26 0.123
C 0.66 2.82 -0.25 0.002
H -9.49 -1.55 6.64 0.130
H -7.42 1.11 5.37 0.114
H -10.05 -0.86 9.57 0.117
O -5.40 -6.02 0.58 0.111
O 13.37 -7.71 -0.59 0.114
H 3.11 2.31 -3.93 0.136
C -10.72 0.90 7.44 -0.487
O -5.32 2.61 6.79 0.131
C -6.31 -7.46 2.31 -0.070
H 10.21 -4.94 -0.14 0.092
H 6.88 6.30 -7.82 0.133
H 4.09 6.47 -9.03 0.118
H -10.24 2.79 2.90 0.122
H -8.39 -5.67 3.08 0.128
H -5.04 -4.41 -0.56 0.076
O -11.09 1.99 7.15 0.120
H -10.74 -2.20 8.65 0.115
C -10.42 -1.16 8.58 -0.154
H 5.79 -2.58 0.34 0.133
H 2.73 2.53 0.29 0.112
H -9.41 -6.40 1.83 0.125
H 12.14 -3.97 1.54 0.115
O 4.39 0.77 -1.88 0.071
C -5.05 -3.33 -0.54 -0.062
C -5.53 4.55 8.25 -0.072
O 4.92 4.12 -7.76 0.020
H -8.17 -8.44 1.82 0.117
H -12.18 -0.65 7.40 0.132
Br -2.72 1.35 1.39 0.900
C 13.23 -5.78 0.91 -0.079
H 11.65 -4.19 -0.85 0.127
O 5.46 4.92 -5.74 0.113
H -6.61 2.23 4.25 0.130
H -6.55 6.46 8.70 0.115
H -7.54 5.01 8.89 0.119
O -7.53 -5.78 1.21 0.024
C -4.19 -2.58 -1.33 -0.067
B -2.97 2.09 -0.36 -0.624
C 5.79 6.30 -7.72 -0.068
H 2.79 0.20 -0.55 0.096
H -8.54 3.59 4.90 0.096
C -9.34 -0.94 7.53 -0.148
C 4.70 1.65 -5.29 -0.137
H 9.27 -1.30 -5.26 0.127
H 11.22 -0.75 -6.64 0.117
H 6.29 -3.18 -1.27 0.126
H -8.63 3.40 2.46 0.127
C 1.90 0.80 -0.64 -0.014
O 7.94 -0.46 -6.59 0.031
C 11.96 -4.98 1.16 -0.152
C 3.73 1.43 -4.13 -0.056
H -8.34 -1.10 7.91 0.127
H 5.80 3.35 -4.49 0.099
C -5.94 -2.67 0.31 -0.045
O -9.47 0.45 7.16 0.013
C 1.84 2.10 -0.15 -0.033
H 4.99 0.69 -5.72 0.118
H -6.60 -3.24 0.93 0.096
H 10.15 1.38 -6.04 0.133
C 7.91 -0.68 0.13 -0.145
C 9.81 0.92 -6.96 -0.069
H 13.55 -6.35 1.77 0.122
```

The calculation puts the total energy at -178191.425 eV. The orbital gap comes out at 8.954 eV. The SMILES is O=C(CB(Br)C(F)(F)c1cccc(C(F)(F)F)c1)c1ccccc1.O=C1CCCO1.O=C1CCCO1.O=C1CCCO1.O=C1CCCO1.O=C1CCCO1.O=C1CCCO1.O=C1CCCO1.O=C1CCCO1.O=C1CCCO1. As for the highest occupied orbital energy: -0.31500 Eh.